No. 1
Entry from the Open Molecules 2025 dataset: one molecule with the formula C2H4N2OS2 (the ωB97M-V functional and the def2-TZVPD basis).

The spin multiplicity is 1. Its SMILES is N/C(=N\O)C(=S)S. The value obtained for the relative energy (zero: lowest compared OMol25 entry of this formula, charge and spin) is 179.7 kJ/mol. The LUMO energy is -0.0329 Ha.

```
11
Properties=species:S:1:pos:R:3:forces:R:3
S -1.991124 1.778464 -0.048633 -0.625 -0.533 0.137
S -2.510950 -1.166501 0.000633 0.150 1.163 0.194
O 2.046982 0.350327 -0.008042 1.547 0.630 0.008
N 0.761818 0.811772 0.078412 -0.032 0.330 -0.583
N 0.377267 -1.502457 -0.147767 0.049 0.049 0.221
C -0.019462 -0.187031 -0.038505 0.241 -1.009 0.732
C -1.446826 0.095818 0.021866 -1.090 -0.031 -0.447
H 2.583429 1.159339 -0.091993 -0.276 -0.517 0.163
H -0.291137 -2.163386 0.250305 0.308 0.293 -0.442
H 1.360049 -1.702473 0.017993 -0.457 0.269 0.000
H -0.870042 2.526132 -0.034268 0.187 -0.645 0.018
```
Forces are in eV/Å.


No. 2
Entry from the Open Molecules 2025 dataset: C5H4LuO4 as an isolated structure (the ωB97M-V functional and the def2-TZVPD basis).

The spin multiplicity is 1. The value obtained for the relative energy (zero: lowest compared OMol25 entry of this formula, charge and spin) is 0.0 kJ/mol. Its net charge is +3. The LUMO energy is -0.5695 Ha.

```
14
Properties=species:S:1:pos:R:3:forces:R:3
Lu -2.063710 -1.095678 -0.386016 1.198 0.878 -0.950
O -0.276783 -0.094109 -1.493013 -4.599 -2.244 1.425
O 1.321589 1.157308 -2.299458 -1.604 -1.203 0.460
O 1.651984 -0.079318 -0.430677 -0.721 -0.666 0.135
O -2.168177 -1.451537 3.693392 -0.850 -0.384 -1.456
C -3.478851 -1.303110 1.581243 0.754 0.021 -1.789
C 0.884980 0.268499 -1.401140 4.050 2.959 -0.573
C -2.878296 -1.381607 2.671478 0.868 0.137 1.820
C 2.567407 1.597094 -2.260674 1.676 0.188 0.114
C 3.717723 1.944307 -2.308553 -0.844 -0.397 0.025
H -2.065953 -0.614692 4.185179 0.016 0.384 0.590
H 2.554792 0.297483 -0.468250 0.362 0.235 -0.215
H -4.522033 -1.460866 1.303334 -0.117 0.001 0.340
H 4.755322 2.216227 -2.386847 -0.189 0.091 0.073
```
Forces are in eV/Å.


No. 3
Entry from the Open Molecules 2025 dataset: C37H47AlBrN2O3Sb as an isolated structure (the ωB97M-V functional and the def2-TZVPD basis).

The spin multiplicity is 1. The value obtained for the relative energy (zero: lowest compared OMol25 entry of this formula, charge and spin) is 44.8 kJ/mol. Its net charge is +2. The LUMO energy is -0.2059 Ha.

```
92
Properties=species:S:1:pos:R:3:forces:R:3
Sb -6.960712 -20.699055 0.198553 -1.123 -1.618 -1.068
Br -7.342037 -17.561873 2.850316 -0.230 -0.380 -1.077
Al -5.654922 -18.873791 1.505925 1.063 0.159 2.142
O -5.108854 -17.540805 0.548915 1.430 0.833 -0.878
O -4.456918 -18.846775 2.865966 -1.194 -0.334 -1.947
O -3.714457 -18.111222 -1.078880 0.535 0.429 -0.427
N -4.413539 -14.873867 0.347446 -0.638 -0.641 0.082
N -3.871662 -15.924494 -0.443589 0.339 0.802 1.399
C -3.985377 -23.982346 -0.331262 -0.139 0.440 -0.021
C -8.929003 -22.510775 1.836708 0.872 0.524 0.738
C -8.937676 -21.608006 0.778824 0.495 -0.525 -0.564
C -4.549914 -22.719245 -0.055349 -0.133 0.280 -0.594
C -6.750444 -18.055418 5.533543 -0.320 0.699 0.540
C -4.568483 -18.395436 6.443654 -0.651 0.437 0.053
C -2.816719 -17.725840 -2.210094 0.873 0.280 0.595
C -5.967837 -18.249195 6.644369 0.984 -1.664 0.515
C -2.450013 -18.182652 5.056600 -0.352 -0.379 1.126
C -11.159367 -22.411850 0.225854 -1.054 0.275 -0.055
C -7.727894 -22.708772 2.723717 -0.011 -0.989 -0.090
C -5.823969 -22.384413 -0.559998 0.096 -1.194 0.578
C -1.875324 -19.611064 5.014165 -0.735 -1.052 -0.203
C -8.190026 -19.934725 -4.457084 0.024 0.011 2.200
C -6.612595 -20.616619 -2.768816 0.479 0.156 -0.844
C -7.002948 -20.563933 -4.111440 -0.143 0.037 -0.096
C -5.527934 -19.228205 8.962145 1.302 1.915 -0.465
C -8.418922 -19.203548 -2.121513 -0.267 0.307 1.085
C -2.022023 -17.406585 3.817066 0.651 0.386 -1.475
C -4.647758 -24.876809 -1.179676 0.613 0.329 1.184
C -11.191158 -23.212892 1.378395 0.939 1.069 -0.718
C -4.147393 -17.195045 -0.237735 -1.373 -0.164 -1.962
C -6.893201 -17.070653 8.676690 -0.158 -0.874 0.075
C -4.922087 -18.498684 4.077631 2.096 1.037 0.682
C -3.982690 -18.367448 5.204450 -1.276 0.012 -1.747
C -6.226042 -18.093524 4.256069 0.811 -0.614 1.952
C -6.541212 -18.494579 8.048941 -0.600 0.684 0.637
C -10.061487 -23.237527 2.161183 0.313 -0.676 0.092
C -7.348809 -20.013486 -1.752458 0.285 0.283 -0.460
C -9.122043 -18.226630 -1.184567 -0.037 -0.148 -0.156
C -7.852789 -19.326184 8.030578 0.273 -0.263 0.769
C -5.824845 -24.485929 -1.747203 -1.476 -0.334 -1.919
C -8.872449 -19.278559 -3.411450 -0.506 0.809 -1.565
C -3.813364 -21.655494 0.710828 0.501 -0.945 1.468
C -1.961680 -17.456535 6.359511 0.037 -0.208 0.659
C -6.449698 -23.294575 -1.434219 -0.806 1.033 0.371
C -10.043496 -21.612030 -0.081893 0.111 -0.256 -0.112
H -2.016670 -20.135304 5.989184 0.110 0.447 -0.676
H -7.398829 -21.756155 3.116922 0.312 0.267 0.298
H -12.014588 -23.814497 1.671576 -0.778 -0.292 -0.130
H -8.054244 -23.361170 3.559455 0.596 0.509 -0.325
H -5.283393 -20.231113 8.633075 -0.016 -0.163 -0.141
H -3.016813 -24.244963 0.108875 -0.394 0.136 -0.183
H -9.981428 -21.095355 -1.034968 -0.309 0.180 0.179
H -2.928653 -16.672617 -2.527181 -0.210 -0.640 0.245
H -7.702558 -16.564175 8.085975 0.780 -0.423 0.444
H -4.583896 -18.603271 8.987467 -0.820 -0.886 0.074
H -7.439670 -23.069403 -1.893713 0.879 -0.182 0.453
H -4.360280 -21.496457 1.648235 0.069 0.135 0.188
H -8.597745 -18.091732 -0.233996 0.027 -0.204 0.062
H -6.425522 -21.049110 -4.900688 0.054 0.121 0.428
H -9.768187 -18.670129 -3.578726 0.253 -0.361 -0.483
H -9.965596 -23.928219 3.000342 -0.304 0.243 -0.141
H -7.302455 -17.277137 9.706119 0.558 0.562 -0.897
H -8.639272 -18.720067 7.593580 -0.321 -0.228 -0.217
H -7.774289 -17.796854 5.646474 -0.845 0.022 0.191
H -3.794276 -14.633798 1.128562 -0.091 -0.324 -0.360
H -2.592039 -16.473623 3.588829 0.229 -0.621 0.509
H -5.812633 -19.235317 10.001126 -0.624 -0.175 0.261
H -12.094008 -22.369226 -0.386780 1.190 -0.006 0.294
H -0.890147 -17.206645 6.307601 -0.386 -0.106 -0.158
H -6.885930 -23.227211 2.198376 -0.577 0.435 0.327
H -3.899209 -18.494720 7.289392 -0.422 0.174 -0.156
H -2.078379 -18.036989 2.902083 -0.251 0.236 0.566
H -2.523853 -16.543294 6.650920 0.278 -0.356 -0.712
H -3.224546 -15.605089 -1.160124 -0.275 -0.278 0.414
H -1.768721 -17.888826 -1.869751 -0.833 0.041 -0.279
H -10.143090 -18.560518 -0.973675 0.105 0.133 0.072
H -8.150487 -19.540672 9.087932 0.199 0.321 -0.770
H -5.307407 -15.228452 0.725619 0.654 0.477 -0.244
H -2.087632 -18.103534 7.261110 0.373 0.248 -0.807
H -6.297335 -25.078656 -2.566454 0.377 0.189 1.063
H -4.305518 -25.888354 -1.316232 0.398 -0.014 -0.239
H -8.557160 -19.983180 -5.447721 -0.400 0.170 -0.777
H -3.754758 -20.685483 0.214820 0.284 -0.110 -0.361
H -2.814116 -22.013568 1.055824 -0.589 0.532 -0.528
H -0.831093 -19.679841 4.733231 0.314 0.273 0.095
H -7.779295 -20.328682 7.554142 0.125 0.785 -0.022
H -2.438373 -20.207140 4.243879 0.469 0.490 0.626
H -3.045065 -18.335030 -3.083086 -0.220 -0.257 0.468
H -5.660425 -21.083614 -2.567758 -0.160 -0.272 0.154
H -5.980781 -16.422857 8.692049 -0.829 -0.487 0.204
H -9.180879 -17.217442 -1.629900 0.013 -0.520 0.023
H -0.937229 -17.122422 3.833104 -0.893 -0.184 0.470
```
Forces are in eV/Å.


No. 4
Entry from the Open Molecules 2025 dataset: a 2-piece molecular cluster, C2H6N2O2 overall (the ωB97M-V functional and the def2-TZVPD basis).

The spin multiplicity is 3. The value obtained for the relative energy (zero: lowest compared OMol25 entry of this formula, charge and spin) is 152.4 kJ/mol. The LUMO energy (alpha / beta) is 0.0261 / -0.0905 Ha.

```
12
Properties=species:S:1:pos:R:3:forces:R:3
O -3.128479 0.325770 0.653837 -3.444 -4.533 4.337
O 2.019803 0.931007 0.149084 0.720 -1.236 0.354
N 0.445832 0.017436 -1.038202 -1.333 -1.741 -1.532
N 1.339902 -0.076251 -0.192433 -0.858 3.238 1.614
C 1.434429 -1.355386 0.570988 -0.052 -0.971 -3.150
C -2.529565 1.097121 -0.018630 5.805 5.965 -1.530
H -1.691077 1.863808 0.410017 -1.913 -1.740 -0.660
H 0.428455 0.921976 -1.524597 0.603 -0.070 0.728
H 0.638136 -2.006334 0.071860 1.539 0.614 0.786
H 1.315617 -1.359287 1.623276 -0.251 0.987 0.885
H -2.750021 1.227911 -1.023764 -0.452 0.344 -2.120
H 2.476964 -1.587775 0.318567 -0.365 -0.857 0.288
```
Forces are in eV/Å.


Per-record calculated total energy, a.u.: -1059.67481 -1728.02864 -4829.49386 -339.51631